[1]
DFT (ωB97M-V/def2-TZVPD) results for the molecule H3OPS at a distorted geometry.

The orbital gap is 8.820 eV. Its SMILES is POS. The calculation puts the energy above the lowest of the compared OMol25 structures with the same formula, charge and spin at 2.182 eV. Its total energy is -22218.1551 eV. The HOMO energy comes out at -0.3180 hartree.

```
! RIJCOSX wB97M-V def2-TZVPD def2/J DEFGRID3
* xyz 0 1
O -0.1408 -0.2555 -0.4885
P 1.1782 0.7760 -0.0416
S -1.6614 0.2369 -0.0530
H 1.7455 -0.4341 -0.0214
H 1.0615 0.4841 1.3408
H -2.1831 -0.8075 -0.7363
*
```

[2]
DFT (ωB97M-V/def2-TZVPD) results for a structure of composition C25H27BrN5O2PtS at a distorted geometry.

The orbital gap is 6.803 eV. The calculation puts the energy above the lowest of the compared OMol25 structures with the same formula, charge and spin at 0.196 eV. Its total energy is -122027.0647 eV. The HOMO energy comes out at -0.4038 hartree.

```
! RIJCOSX wB97M-V def2-TZVPD def2/J DEFGRID3
* xyz 1 1
Pt 0.7250 1.1072 -1.2380
Br 3.7891 -1.9158 -1.7838
C 3.6106 0.3782 -1.8416
C 4.9442 0.5600 -2.0967
C 5.3717 1.8863 -2.0594
C 4.4496 2.9099 -1.8415
C 3.1221 2.6018 -1.6659
N 2.7150 1.3079 -1.6016
C 1.9898 3.6226 -1.6546
O 2.2546 4.7953 -1.6910
O 0.7964 3.0800 -1.6790
H 5.6119 -0.2622 -2.3027
H 6.4177 2.1152 -2.2183
H 4.7381 3.9522 -1.8272
C -3.6544 -2.2992 -1.0596
C -2.3479 -2.4304 -1.8113
N -1.6575 -1.1458 -1.8357
C -2.1647 0.0461 -1.4470
N -1.3483 1.0695 -1.2566
C -1.9764 2.3884 -1.0285
C -3.3220 2.4906 -1.7080
C -4.2057 1.4012 -1.1625
N -3.5121 0.1244 -1.3105
C -4.3550 -1.0487 -1.5304
H -3.4657 -2.2150 0.0072
H -4.2782 -3.1763 -1.2289
H -2.5369 -2.7652 -2.8344
H -1.7003 -3.1726 -1.3387
H -0.6521 -1.1585 -1.9136
H -1.3192 3.1602 -1.4061
H -2.0947 2.5560 0.0485
H -3.1920 2.3526 -2.7847
H -3.7587 3.4737 -1.5367
H -5.1447 1.3440 -1.7138
H -4.4426 1.5813 -0.1098
H -4.6150 -1.1361 -2.5917
H -5.2772 -0.8967 -0.9716
N 1.1068 -0.7881 -0.7194
S 1.1016 -1.7421 0.5590
C -0.3887 -1.4282 1.4780
C -1.2804 -2.4803 1.6050
C -2.4547 -2.2903 2.3252
C -2.7143 -1.0588 2.9048
C -1.7944 -0.0198 2.7944
C -0.6222 -0.1990 2.0832
C 2.2274 -1.2636 1.8956
C 1.9676 -1.7125 3.1877
C 2.8143 -1.3310 4.2146
C 3.9168 -0.5244 3.9529
C 4.2001 -0.1374 2.6528
C 3.3574 -0.5224 1.6181
H 1.7827 -1.1997 -1.3503
H -1.0503 -3.4423 1.1603
H -3.1507 -3.1101 2.4482
H -3.6264 -0.9115 3.4695
H -1.9778 0.9239 3.2914
H 0.1182 0.5880 2.0463
H 1.1156 -2.3498 3.3897
H 2.6126 -1.6660 5.2238
H 4.5566 -0.2030 4.7643
H 5.0809 0.4526 2.4344
H 3.5869 -0.2664 0.5961
*
```

[3]
DFT (ωB97M-V/def2-TZVPD) results for the molecule C4H8O3.

The orbital gap is 11.167 eV. Its SMILES is C[C@@H](O)COC=O. The calculation puts the energy above the lowest of the compared OMol25 structures with the same formula, charge and spin at 0.901 eV. Its total energy is -10420.1024 eV. The HOMO energy comes out at -0.3782 hartree.

```
! RIJCOSX wB97M-V def2-TZVPD def2/J DEFGRID3
* xyz 0 1
C -1.5552 1.0636 -0.7936
C -0.3871 0.5577 0.0372
O -0.7515 0.6668 1.3934
C -0.0245 -0.8934 -0.3348
O 1.3892 -1.0968 -0.5503
C 2.1740 -0.9215 0.5039
O 1.8167 -0.5846 1.6090
H -2.4271 0.4114 -0.6737
H -1.2845 1.0999 -1.8542
H -1.8323 2.0689 -0.4660
H 0.4951 1.1819 -0.1818
H 0.0071 0.3380 1.9015
H -0.4713 -1.2018 -1.2818
H -0.3664 -1.5625 0.4615
H 3.2178 -1.1277 0.2299
*
```

[4]
DFT (ωB97M-V/def2-TZVPD) results for a structure of composition C38H86Br2N7O17P2Si at a distorted geometry.

The orbital gap is 6.169 eV. Its total energy is -252573.4017 eV. The HOMO energy comes out at -0.3904 hartree.

```
! RIJCOSX wB97M-V def2-TZVPD def2/J DEFGRID3
* xyz 1 1
C -2.7361 -3.3823 0.6035
C -2.0434 -2.1507 -0.0326
O -0.7118 -2.1383 0.4554
C 0.0516 -0.9736 0.2904
N -0.6582 0.3305 0.4050
C -1.1342 0.8764 -0.7333
C -0.9931 0.1658 -2.0609
C 0.2239 0.7029 -2.8361
O 1.4249 0.3101 -2.1960
Si 2.8363 0.9535 -2.8845
C 4.2135 0.5689 -1.6455
C 2.8112 2.8284 -3.0621
C 3.3294 0.0660 -4.4819
C -1.7762 2.0993 -0.7483
P -2.4825 2.9531 -2.1992
O -3.9448 2.8312 -2.0856
O -2.0847 4.4829 -2.2096
O -2.0316 2.3646 -3.6122
C -1.9266 2.7687 0.4748
C -2.6415 4.1181 0.5954
O -1.9737 5.1162 0.4882
O -3.9673 4.0568 0.8642
P -4.8574 5.3452 0.3188
O -6.1995 5.1720 0.8558
O -4.9767 5.3534 -1.2828
O -4.2645 6.7186 0.8026
C -1.4019 2.2012 1.6276
C -1.5577 3.0186 2.8879
O -2.8027 2.6654 3.5132
N -3.3728 3.7943 4.2118
O -2.7724 4.0453 5.1688
C -0.7808 0.9765 1.5843
C -0.2318 0.4669 2.8908
Br -0.9389 -1.3088 3.3525
C 1.3625 0.6037 2.9886
C 1.9810 1.3116 1.7693
Br 2.2777 -1.0844 3.3593
H -2.0350 -4.2120 0.7114
H -3.6062 -3.6615 0.0044
H -3.1050 -3.0519 1.5803
H -2.6554 -1.2818 0.2465
H -2.1280 -2.3098 -1.1181
H 0.8264 -1.0031 1.0617
H 0.6100 -1.0433 -0.6458
H -0.8259 -0.9053 -1.9569
H -1.9147 0.2593 -2.6342
H 0.1833 1.8038 -2.8400
H 0.1669 0.3867 -3.8866
H 5.1717 0.9475 -2.0155
H 3.9398 0.9909 -0.6726
H 4.3133 -0.5218 -1.5744
H 3.7573 3.1620 -3.5016
H 2.8106 3.2440 -2.0423
H 1.9447 3.2288 -3.5968
H 4.0398 -0.7213 -4.1969
H 2.4878 -0.4503 -4.9586
H 3.8526 0.7340 -5.1717
H -2.8935 5.0112 -2.3365
H -2.8384 2.2804 -4.1455
H -5.5426 4.5819 -1.4654
H -4.9278 7.4158 0.6444
H -0.7572 2.8557 3.6201
H -1.5383 4.1003 2.7048
H -0.5886 1.0478 3.7318
H 1.6023 1.2334 3.8497
H 2.9986 1.5904 2.0692
H 1.4809 2.2593 1.5367
H 2.0913 0.6716 0.8899
C 0.4491 -8.7015 -1.7974
C -0.5199 -7.6558 -2.3429
C -0.9182 -6.5823 -1.3119
O -1.8661 -7.0156 -0.3495
C -1.3119 -7.7427 0.7340
N -1.6953 -8.3372 -2.8939
H -0.0441 -9.4302 -1.1538
H 0.9032 -9.2610 -2.6163
H 1.2540 -8.2299 -1.2302
H -0.0100 -7.1416 -3.1639
H -1.4055 -5.7649 -1.8535
H -0.0366 -6.1491 -0.8198
H -0.3187 -7.3738 1.0069
H -1.2659 -8.8083 0.5019
H -1.9767 -7.6211 1.5898
H -2.2905 -7.6504 -3.3501
H -2.2571 -8.6600 -2.1098
C -4.9516 13.1700 1.1688
C -3.9355 12.0621 1.4289
C -4.2263 10.7656 0.6564
O -5.2806 9.9799 1.1934
C -6.5853 10.4046 0.8228
N -3.8483 11.8287 2.8737
H -5.8887 13.0060 1.7002
H -4.5574 14.1274 1.5092
H -5.1729 13.2605 0.1031
H -2.9632 12.4277 1.0858
H -3.3353 10.1336 0.7152
H -4.3998 10.9641 -0.4091
H -6.6096 10.8072 -0.1930
H -6.9652 11.1431 1.5299
H -7.2437 9.5368 0.8701
H -3.0979 11.1680 3.0575
H -4.6869 11.3262 3.1543
C 2.0265 1.6935 7.3827
C 3.0165 2.4441 6.4972
C 4.2325 2.9924 7.2592
O 3.9711 4.1533 8.0211
C 3.3834 3.9200 9.2908
N 2.3004 3.5065 5.7753
H 1.4125 2.3663 7.9804
H 1.3438 1.1017 6.7690
H 2.5424 1.0092 8.0581
H 3.3947 1.7297 5.7574
H 4.9833 3.2918 6.5224
H 4.6969 2.2172 7.8812
H 3.7475 2.9943 9.7443
H 2.2940 3.8986 9.2160
H 3.6531 4.7533 9.9387
H 2.9387 3.9364 5.1105
H 2.1096 4.2515 6.4414
C 0.6569 -5.7750 -8.7061
C 0.9812 -6.5390 -7.4260
C -0.1544 -6.5180 -6.3910
O -0.2803 -5.2956 -5.6779
C -0.9889 -4.2794 -6.3615
N 2.2354 -6.0205 -6.8693
H 0.7305 -4.6952 -8.5745
H 1.3596 -6.0469 -9.4938
H -0.3488 -6.0095 -9.0614
H 1.1410 -7.5842 -7.7053
H 0.0680 -7.2740 -5.6328
H -1.1133 -6.8019 -6.8420
H -1.7975 -4.6868 -6.9741
H -0.3135 -3.6842 -6.9805
H -1.4227 -3.6149 -5.6120
H 2.5079 -6.5973 -6.0775
H 2.0319 -5.1159 -6.4514
C 6.0331 -6.3857 1.3311
C 4.7008 -6.9676 1.7933
C 3.9666 -7.7852 0.7205
O 3.3265 -6.9807 -0.2587
C 4.1768 -6.5176 -1.2931
N 3.8437 -5.8878 2.2863
H 5.9051 -5.5196 0.6821
H 6.6160 -6.0544 2.1908
H 6.6241 -7.1312 0.7951
H 4.9211 -7.6417 2.6260
H 3.1643 -8.3432 1.2117
H 4.6200 -8.5308 0.2510
H 4.9457 -7.2508 -1.5493
H 4.6400 -5.5676 -1.0177
H 3.5591 -6.3382 -2.1744
H 3.0032 -6.2979 2.6851
H 3.5021 -5.3782 1.4752
*
```